The following is a DFT calculation (the ωB97M-V functional and the def2-TZVPD basis) of a single C5H6O2 molecule.

As for the molecular weight: 98.101 g/mol. For the energy relative to the best compared isomer or geometry (same formula, charge and spin), the calculation gives 408.4 kJ/mol.

Geometry (Å):
C 1.052 -0.576 -1.384
C 0.598 -0.252 0.029
O 1.411 0.770 0.528
C -0.898 0.121 0.058
O -0.909 0.856 2.300
C -1.790 0.260 -0.878
C -1.555 0.401 1.382
H 2.090 -0.919 -1.371
H 0.994 0.322 -2.007
H 0.424 -1.359 -1.820
H 0.675 -1.153 0.660
H 1.099 0.987 1.420
H -2.619 0.137 1.504

The computed Löwdin charges, all in e, follow: C -0.05; C -0.41; O -0.01; C -0.30; O 0.07; C 0.29; C -0.23; H 0.09; H 0.09; H 0.09; H 0.15; H 0.09; H 0.13

The following is a DFT calculation (the ωB97M-V functional and the def2-TZVPD basis) of a single C18H20ClFN4O2 molecule.

The SMILES is COc1cc/c(=N\C(=O)CC2CN(Cc3ccc(F)c(C)c3Cl)C2)[nH]n1. As for the molecular weight: 378.835 g/mol. For the energy relative to the best compared isomer or geometry (same formula, charge and spin), the calculation gives 26.0 kJ/mol.

Geometry (Å):
C -3.912 -6.709 -0.987
O -3.536 -5.407 -1.436
C -2.271 -5.035 -1.176
C -1.893 -3.727 -1.646
C -0.645 -3.298 -1.428
C 0.303 -4.144 -0.713
N 1.530 -3.885 -0.450
C 2.076 -2.632 -0.696
O 2.888 -2.428 -1.569
C 1.672 -1.548 0.291
C 2.171 -0.179 -0.107
C 1.568 0.476 -1.362
N 1.520 1.755 -0.637
C 0.376 2.611 -0.865
C 0.437 3.820 0.034
C 1.416 4.779 -0.212
C 1.557 5.894 0.590
C 0.697 6.042 1.659
F 0.838 7.138 2.438
C -0.299 5.133 1.974
C -1.208 5.341 3.150
C -0.395 4.022 1.130
Cl -1.647 2.861 1.502
C 1.617 1.044 0.651
N -0.216 -5.354 -0.334
N -1.468 -5.819 -0.556
H -4.949 -6.830 -1.283
H -3.288 -7.470 -1.453
H -3.811 -6.785 0.095
H -2.625 -3.135 -2.178
H -0.303 -2.338 -1.789
H 0.583 -1.553 0.404
H 2.070 -1.843 1.267
H 3.258 -0.169 -0.156
H 2.152 0.477 -2.281
H 0.560 0.079 -1.571
H 0.413 2.942 -1.906
H -0.573 2.075 -0.726
H 2.085 4.629 -1.050
H 2.314 6.643 0.404
H -1.142 4.501 3.841
H -0.947 6.253 3.680
H -2.247 5.410 2.825
H 0.632 0.828 1.091
H 2.246 1.528 1.398
H 0.397 -5.994 0.144

The computed Löwdin charges, all in e, follow: C -0.07; O -0.06; C -0.37; C 0.05; C 0.04; C -0.32; N 0.16; C -0.50; O 0.09; C -0.09; C -0.26; C -0.12; N -0.13; C -0.19; C -0.23; C -0.02; C 0.00; C -0.24; F 0.06; C -0.22; C -0.06; C -0.52; Cl 0.72; C -0.12; N 0.07; N 0.13; H 0.09; H 0.09; H 0.09; H 0.13; H 0.11; H 0.12; H 0.13; H 0.15; H 0.12; H 0.11; H 0.13; H 0.09; H 0.12; H 0.12; H 0.08; H 0.08; H 0.08; H 0.11; H 0.12; H 0.15

The following is a DFT calculation (the ωB97M-V functional and the def2-TZVPD basis) of C23H25F3NO4STi as an isolated structure at a distorted geometry.

The net charge is -1. Its spin multiplicity is 3. Its expectation value of S² is 2.01. As for the molecular weight: 516.384 g/mol. For the electronic energy, the calculation gives -2794.4807 Eh.

Geometry (Å):
C 1.794 0.022 1.473
C 2.280 -0.529 0.240
C 2.224 0.488 -0.755
H 2.669 -1.534 0.089
C 1.714 1.675 -0.146
C 1.461 1.392 1.234
H 1.642 2.658 -0.610
C -1.076 -1.383 1.477
C -0.059 -2.163 0.855
C -0.358 -2.264 -0.534
H 0.751 -2.675 1.370
C -1.573 -1.552 -0.781
C -2.018 -1.016 0.470
H 2.592 0.405 -1.776
H 1.203 2.121 1.995
H 1.771 -0.468 2.443
H -3.004 -0.588 0.633
H 0.190 -2.847 -1.278
H -1.218 -1.240 2.541
Ti 0.003 0.073 0.011
C -2.374 -1.486 -2.078
C -3.758 -2.107 -1.879
C -1.646 -2.212 -3.215
H -3.662 -3.120 -1.473
H -4.293 -2.170 -2.835
H -4.366 -1.511 -1.189
H -1.648 -3.293 -3.024
H -0.605 -1.880 -3.325
H -2.164 -2.035 -4.167
C -2.587 0.009 -2.439
C -1.318 0.729 -2.719
H -3.097 0.544 -1.615
H -3.232 0.073 -3.328
O -0.367 0.743 -1.857
N -1.193 1.398 -3.850
C -0.205 2.493 -4.021
H -2.005 1.422 -4.464
C 1.154 1.969 -4.365
C 2.290 2.626 -3.879
H 2.155 3.521 -3.269
C 3.561 2.135 -4.175
H 4.441 2.650 -3.781
C 3.700 1.000 -4.983
H 4.696 0.621 -5.220
C 2.564 0.358 -5.490
H 2.659 -0.524 -6.123
C 1.290 0.857 -5.194
H 0.392 0.385 -5.600
H -0.176 3.082 -3.099
H -0.588 3.133 -4.822
F -2.316 1.856 4.321
C -1.383 1.949 3.360
F -0.514 2.942 3.674
F -0.668 0.775 3.357
S -2.117 2.208 1.637
O -3.355 1.470 1.569
O -2.075 3.615 1.357
O -1.043 1.502 0.792

The computed Löwdin charges, all in e, follow: C -0.18; C -0.17; C -0.14; H 0.11; C -0.16; C -0.17; H 0.11; C -0.16; C -0.17; C -0.09; H 0.11; C -0.24; C -0.12; H 0.11; H 0.10; H 0.11; H 0.11; H 0.11; H 0.11; Ti 0.85; C -0.49; C -0.05; C -0.05; H 0.09; H 0.08; H 0.08; H 0.08; H 0.09; H 0.08; C -0.10; C -0.53; H 0.12; H 0.11; O -0.15; N 0.02; C -0.14; H 0.11; C -0.22; C -0.06; H 0.11; C -0.10; H 0.10; C -0.12; H 0.09; C -0.09; H 0.09; C -0.04; H 0.11; H 0.12; H 0.12; F 0.12; C -0.57; F 0.11; F 0.08; S 0.60; O -0.29; O -0.28; O -0.43

The following is a DFT calculation (the ωB97M-V functional and the def2-TZVPD basis) of a 3-piece molecular cluster, C18H28N3O6 overall at a distorted geometry.

The net charge is -1. As for the molecular weight: 382.437 g/mol. For the electronic energy, the calculation gives -1318.1069 Eh.

Geometry (Å):
C 2.088 2.139 -1.114
C 2.744 1.007 -0.885
N 3.092 -0.297 -0.214
C 4.575 -0.162 0.021
C 5.730 -0.175 0.677
C 2.785 -1.475 -1.102
C 3.869 -2.692 -0.888
C 3.310 -4.127 -1.427
C 1.326 -2.152 -0.804
C 0.175 -1.078 -0.437
C -1.255 -1.788 -0.177
C -2.518 -0.918 -0.726
O -2.421 0.172 -1.369
O -3.832 -1.508 -0.467
C 2.876 -1.008 -2.674
O 4.012 -0.903 -3.291
O 1.688 -0.733 -3.406
H 1.501 3.136 -1.224
H 6.685 -0.285 1.325
H 4.099 -2.858 0.246
H 4.858 -2.476 -1.451
H 2.709 -4.581 -0.533
H 2.637 -4.047 -2.357
H 4.178 -4.869 -1.617
H 1.395 -2.879 0.110
H 0.957 -2.712 -1.759
H 0.163 -0.263 -1.257
H 0.476 -0.534 0.554
H -1.324 -1.998 0.958
H -1.258 -2.778 -0.794
H -3.718 -1.907 0.447
C -3.577 -3.723 4.433
C -4.130 -2.676 3.504
O -3.424 -1.812 3.000
N -5.465 -2.713 3.231
C -6.446 -3.649 3.730
H -2.504 -3.571 4.558
H -4.055 -3.643 5.412
H -3.739 -4.718 4.012
H -5.770 -1.981 2.601
H -6.900 -4.157 2.876
H -7.214 -3.089 4.267
H -6.008 -4.390 4.397
C 1.542 6.656 -2.863
C 0.571 5.999 -1.920
O 0.325 4.802 -1.967
N -0.043 6.787 -0.991
C 0.120 8.208 -0.787
H 1.953 5.911 -3.545
H 1.030 7.421 -3.453
H 2.366 7.101 -2.300
H -0.682 6.282 -0.391
H 0.474 8.370 0.233
H -0.853 8.687 -0.913
H 0.830 8.647 -1.488

The computed Löwdin charges, all in e, follow: C 0.13; C -0.12; N -0.02; C -0.14; C 0.06; C -0.33; C -0.19; C -0.14; C -0.15; C -0.20; C -0.10; C -0.35; O 0.05; O -0.02; C -0.50; O -0.10; O -0.21; H 0.03; H 0.04; H 0.11; H 0.11; H 0.07; H 0.08; H 0.07; H 0.12; H 0.12; H 0.11; H 0.12; H 0.11; H 0.13; H 0.08; C -0.01; C -0.55; O 0.03; N 0.00; C -0.08; H 0.09; H 0.08; H 0.09; H 0.14; H 0.08; H 0.08; H 0.07; C -0.01; C -0.54; O 0.02; N 0.00; C -0.09; H 0.09; H 0.08; H 0.08; H 0.14; H 0.08; H 0.08; H 0.07